No. 1
{"formula": "C24H26N7STc", "method": "ωB97M-V/def2-TZVPD", "elements": ["Tc", "S", "N", "N", "N", "N", "N", "N", "N", "C", "C", "C", "C", "C", "C", "C", "C", "C", "C", "C", "C", "C", "C", "C", "C", "C", "C", "C", "C", "C", "C", "C", "C", "H", "H", "H", "H", "H", "H", "H", "H", "H", "H", "H", "H", "H", "H", "H", "H", "H", "H", "H", "H", "H", "H", "H", "H", "H", "H"], "xyz": [[0.1228, 0.7168, -0.5579], [-1.2193, 2.1724, -1.7481], [1.3957, 0.5750, -2.0819], [-0.3807, 0.4430, 2.8767], [0.6671, -0.1763, 3.4001], [-0.1433, 0.5399, 1.6281], [1.0432, -0.0074, 1.3009], [-2.9329, 3.1866, 0.1685], [-3.8475, 1.6641, -1.0547], [0.2514, -1.4604, -2.3811], [-1.0320, -2.3008, 4.7388], [1.5450, -0.4680, 2.4247], [-0.4919, -0.9881, -1.2791], [3.4325, 3.6186, -1.8421], [2.4405, 2.7029, -1.5770], [-1.1358, -3.4163, -2.4083], [-4.0991, 0.6684, -2.0982], [-4.2448, 3.1140, 0.5565], [3.3096, 1.2939, -3.3677], [-1.8653, -2.9394, -1.3242], [0.3988, -1.9583, 5.1345], [-0.0781, -2.6865, -2.9420], [1.3231, -0.5683, -2.8168], [2.3691, 1.5245, -2.3330], [4.3713, 3.4003, -2.8642], [-2.6957, 2.3012, -0.8150], [-1.5525, -1.7145, -0.7467], [4.3104, 2.2600, -3.6181], [-4.8178, 2.1557, -0.2132], [2.2209, -0.8169, -3.8474], [3.2036, 0.1088, -4.1162], [0.7283, -0.4908, 4.8540], [1.4112, -2.9125, 4.5097], [-1.3944, -4.3715, -2.8447], [-1.7589, -1.6641, 5.2431], [5.0235, 2.0819, -4.4124], [0.4711, -3.0805, -3.7862], [-2.6815, -3.5284, -0.9273], [-3.1491, 0.2777, -2.4514], [0.4859, -2.0339, 6.2224], [-1.1811, -2.2066, 3.6579], [2.1487, -1.7283, -4.4212], [0.0097, 0.1914, 5.3043], [1.2633, -3.9185, 4.8982], [-2.1240, -1.3518, 0.1006], [-4.6533, 3.7431, 1.3282], [2.4897, -0.9652, 2.5652], [1.7342, -0.2170, 5.1706], [2.4417, -2.6285, 4.7324], [3.9140, -0.0740, -4.9130], [5.1360, 4.1409, -3.0508], [-5.8290, 1.7877, -0.2410], [-1.2534, -3.3342, 4.9998], [1.2845, -2.9830, 3.4241], [3.4897, 4.5290, -1.2608], [1.7138, 2.9256, -0.8000], [-4.6342, 1.1387, -2.9206], [-4.6984, -0.1327, -1.6739], [-2.2563, 3.8607, 0.4971]], "energy_ha": -1791.46267, "s2": 3.7982, "gap_ha": [0.26619, 0.22980], "de_lowest_kj_mol": 6.27, "spin_multiplicity": 4, "total_charge": 3, "lumo_ev": [-9.922, -11.034]}

No. 2
{"formula": "C24H26N8O3OsPS2", "method": "ωB97M-V/def2-TZVPD", "elements": ["Os", "S", "S", "P", "O", "O", "O", "N", "N", "N", "N", "N", "N", "N", "N", "C", "C", "C", "C", "C", "C", "C", "C", "C", "C", "C", "C", "C", "C", "C", "C", "C", "C", "C", "C", "C", "C", "C", "C", "H", "H", "H", "H", "H", "H", "H", "H", "H", "H", "H", "H", "H", "H", "H", "H", "H", "H", "H", "H", "H", "H", "H", "H", "H", "H"], "xyz": [[-2.0772, -1.4716, -0.7570], [0.1475, -1.7240, -1.1923], [-2.7467, -2.6072, -2.5490], [-0.1110, -3.2619, -2.6743], [0.9038, 3.0274, 1.4361], [1.3628, -3.4564, -3.2130], [-0.3405, -4.4107, -1.5690], [-1.9728, -0.5105, 3.4204], [-0.8507, -1.2036, 3.2597], [-3.1872, 2.6744, -1.5968], [-2.9286, 2.1647, -2.7958], [-1.8670, -1.2633, 1.3427], [2.8889, 3.7864, 1.9308], [-2.9945, 0.5329, -1.2998], [2.3825, 4.5817, 1.0318], [-0.9662, -5.6467, -1.9531], [2.1577, 1.7435, 3.0984], [-2.5782, -0.5612, 2.2682], [-1.5014, 5.7913, -2.0542], [1.2550, -0.2571, 4.0937], [2.5311, -3.7103, -2.3979], [-3.2774, 4.1013, -1.4347], [-0.7844, -1.6627, 2.0130], [-3.2276, 1.6972, -0.6928], [2.4238, -0.3731, 4.8519], [0.6443, 5.8292, -0.9750], [1.1853, 4.1432, 0.7234], [0.1557, -1.2875, 4.2805], [2.0145, 2.8445, 2.1872], [-0.1485, -6.4203, -2.9643], [0.2657, 4.7120, -0.2190], [3.3251, 1.6215, 3.8597], [3.4433, 0.5611, 4.7388], [-2.8202, 0.8834, -2.6094], [1.1264, 0.8050, 3.2210], [-1.8964, 4.6999, -1.2812], [-1.0072, 4.1553, -0.3724], [3.4705, -4.6061, -3.1724], [-0.2458, 6.3577, -1.8880], [-0.6518, -7.3581, -3.1887], [0.5839, -2.2945, 4.2729], [3.6577, -4.1795, -4.1523], [2.9966, -2.7391, -2.1990], [2.5326, -1.1977, 5.5392], [4.1064, 2.3570, 3.7507], [1.6248, 6.2525, -0.8271], [-3.8961, 4.3285, -0.5626], [2.2369, -4.1740, -1.4511], [-0.0461, -5.8464, -3.8874], [3.0494, -5.5987, -3.3003], [-2.6496, 0.1823, -3.4041], [-1.9659, -5.4362, -2.3465], [-0.3371, -1.1153, 5.2438], [0.8441, -6.6360, -2.5720], [-3.5387, -0.1158, 2.0884], [-1.2755, 3.2942, 0.2212], [0.2376, 0.9453, 2.6239], [0.0117, -2.2628, 1.6159], [-3.4482, 1.8407, 0.3469], [0.0375, 7.2133, -2.4810], [4.3313, 0.4584, 5.3402], [4.4059, -4.6861, -2.6232], [-2.1778, 6.1970, -2.7917], [-1.0626, -6.2020, -1.0188], [-3.7605, 4.4938, -2.3330]], "energy_ha": -2821.75939, "s2": 0.9080, "gap_ha": [0.12765, 0.13314], "spin_multiplicity": 2, "total_charge": 2, "lumo_ev": [-9.194, -9.044]}

No. 3
{"formula": "C24H26O5STl", "method": "ωB97M-V/def2-TZVPD", "elements": ["Tl", "S", "O", "O", "O", "O", "O", "C", "C", "C", "C", "C", "C", "C", "C", "C", "C", "C", "C", "C", "C", "C", "C", "C", "C", "C", "C", "C", "C", "C", "C", "H", "H", "H", "H", "H", "H", "H", "H", "H", "H", "H", "H", "H", "H", "H", "H", "H", "H", "H", "H", "H", "H", "H", "H", "H", "H"], "xyz": [[2.4046, -2.2779, 0.4148], [-0.8946, -0.4367, 0.4918], [4.4242, -0.9388, -0.9893], [1.8787, 0.0620, -0.3334], [-0.4335, -1.7279, 1.0817], [1.7404, 4.6339, 0.9107], [1.4495, -2.9512, -1.5175], [-0.9070, -0.6434, -1.3246], [-3.5886, 1.3469, 3.9990], [-2.5708, -3.9149, -2.2014], [-1.9021, -1.6300, -1.8460], [-2.7000, -0.4380, 0.7725], [-2.7838, -1.1750, 3.1679], [4.4858, 2.5986, -0.2064], [0.3663, 4.4981, 1.2007], [-2.9985, -0.9207, 4.5139], [2.5148, 1.1450, -0.1630], [-3.1172, -1.2118, -2.3847], [-4.0568, -2.1342, -2.8213], [6.2267, 0.5461, -1.2296], [4.7774, 0.2289, -0.8654], [1.8874, -2.5495, -2.7698], [1.7876, 2.3008, 0.2867], [-3.7873, -3.4927, -2.7222], [3.7696, 3.6839, 0.2218], [-2.9720, -0.1702, 2.2213], [-3.4042, 0.3390, 4.9341], [2.3932, 3.5130, 0.4735], [-3.3702, 1.0919, 2.6527], [-1.6258, -2.9948, -1.7670], [3.9251, 1.3205, -0.4064], [-2.4438, -2.1482, 2.8375], [-3.5710, 0.5348, 5.9860], [-4.5171, -4.2174, -3.0629], [1.9168, -3.3939, -3.4820], [-1.0528, 0.3622, -1.7248], [-4.9956, -1.7933, -3.2412], [6.7848, 0.8936, -0.3582], [1.2249, -1.7910, -3.2371], [6.6781, -0.3707, -1.6000], [0.7372, 2.1408, 0.4825], [-2.3469, -4.9734, -2.1453], [0.1940, 3.7533, 1.9824], [-3.9003, 2.3340, 4.3173], [6.2871, 1.3193, -1.9972], [-3.1356, 0.3318, 0.1323], [0.0294, 5.4730, 1.5467], [4.2247, 4.6526, 0.3751], [-0.6428, -3.2981, -1.4136], [2.8926, -2.1004, -2.7649], [-3.5107, 1.8819, 1.9232], [-0.2027, 4.2116, 0.3114], [0.1192, -0.9678, -1.5004], [-3.0625, -1.4167, 0.4575], [5.5426, 2.7399, -0.3936], [-3.3271, -0.1497, -2.4651], [-2.8417, -1.7091, 5.2393]], "energy_ha": -1877.05399, "gap_ha": 0.24586, "de_lowest_kj_mol": 0.00, "total_charge": -1, "lumo_ev": 2.502}

No. 4
{"formula": "C24H27AsBr4N3O3RuS2", "method": "ωB97M-V/def2-TZVPD", "elements": ["Ru", "Br", "Br", "Br", "Br", "As", "S", "S", "O", "O", "O", "N", "N", "N", "C", "C", "C", "C", "C", "C", "C", "C", "C", "C", "C", "C", "C", "C", "C", "C", "C", "C", "C", "C", "C", "C", "C", "C", "H", "H", "H", "H", "H", "H", "H", "H", "H", "H", "H", "H", "H", "H", "H", "H", "H", "H", "H", "H", "H", "H", "H", "H", "H", "H", "H"], "xyz": [[0.4584, -0.4508, -0.3898], [3.3769, -3.4376, -3.2623], [3.7846, 3.0306, -1.9778], [6.1147, 1.5575, -3.8649], [5.9064, -1.6493, -4.5094], [-1.2201, -0.1538, -2.1227], [-2.3921, 0.1121, 2.8283], [-1.0825, -1.9164, 0.7951], [1.7364, 0.9167, -1.1662], [1.6073, -1.5733, -1.6137], [1.6288, -0.1351, 6.0657], [2.6384, -0.5351, 3.4977], [1.7400, -0.6952, 1.2152], [-0.7363, 0.5974, 0.9315], [3.5881, -1.6119, -2.9384], [2.7680, 0.7819, 4.1475], [-3.2212, -1.5719, -3.7181], [-0.7665, 4.1786, 1.8326], [-2.4867, 1.3061, -1.8905], [2.1620, -0.6139, 2.2882], [-1.0748, 1.1094, -4.8090], [1.6421, 0.9453, 5.1544], [-2.3220, -1.7089, -2.4962], [-0.3315, 0.2048, -3.8320], [1.3852, -1.3664, 5.4130], [-0.4021, 3.0436, 1.1328], [-2.2342, 2.9067, 3.2796], [2.6912, 0.4375, -1.8327], [-1.6744, 4.1121, 2.8939], [3.7660, 1.2060, -2.3799], [4.6031, -0.8528, -3.4353], [2.4936, -1.6765, 4.4210], [-1.3966, -0.3833, 1.5022], [-0.9655, 1.8297, 1.5140], [2.6073, -0.9874, -2.1026], [-1.8684, 1.7633, 2.5799], [4.6955, 0.5765, -3.1497], [-3.6325, 0.9791, -0.9381], [-0.3441, 5.1350, 1.5551], [3.4455, -1.8069, 4.9371], [2.2740, -2.5736, 3.8450], [0.6786, 1.0085, 4.6279], [0.4186, -1.3320, 4.8914], [-1.9449, 5.0156, 3.4227], [-2.8757, 1.5596, -2.8766], [0.3037, 3.0779, 0.3116], [0.6401, 0.6404, -3.5940], [-3.2839, 0.7616, 0.0705], [1.7830, 1.8538, 5.7374], [-3.8538, -2.4540, -3.8190], [-4.2078, 0.1197, -1.2839], [3.7367, 0.8110, 4.6480], [2.7380, 1.5591, 3.3854], [-0.1385, -0.7797, -4.2655], [-2.0708, 0.7356, -5.0436], [-2.8950, -1.9025, -1.5899], [-1.6220, -2.5406, -2.6020], [-1.9093, 2.1622, -1.5364], [-0.5200, 1.1804, -5.7452], [1.3404, -2.1333, 6.1841], [-2.6430, -1.4790, -4.6377], [-4.3154, 1.8265, -0.8747], [-2.9361, 2.8589, 4.1013], [-3.8794, -0.7044, -3.6435], [-1.1792, 2.1200, -4.4141]], "energy_ha": -14743.63402, "gap_ha": [0.18973, 0.18941], "de_lowest_kj_mol": 2.94, "total_charge": 1, "lumo_ev": [-5.349, -5.352]}

No. 5
{"formula": "C24H27Br6N3O6", "method": "ωB97M-V/def2-TZVPD", "elements": ["Br", "Br", "Br", "Br", "Br", "Br", "O", "O", "O", "O", "O", "O", "N", "N", "N", "C", "C", "C", "C", "C", "C", "C", "C", "C", "C", "C", "C", "C", "C", "C", "C", "C", "C", "C", "C", "C", "C", "C", "C", "H", "H", "H", "H", "H", "H", "H", "H", "H", "H", "H", "H", "H", "H", "H", "H", "H", "H", "H", "H", "H", "H", "H", "H", "H", "H", "H"], "xyz": [[0.9619, -8.7541, -0.5494], [1.4795, 1.4800, 0.0445], [-1.0596, -5.8990, -0.2790], [4.4564, -0.8982, 3.7719], [1.3396, -2.9992, 1.2749], [6.7538, -2.0981, 6.4549], [-1.2878, 3.3461, 0.6451], [0.5888, 4.8883, -7.2924], [0.5292, 2.7699, -6.9616], [0.5408, -3.1840, -2.2124], [-0.5858, -4.2100, -3.7124], [-1.9202, 1.3422, 1.0891], [-0.5021, -3.5542, -2.7040], [0.8586, 3.8957, -6.6510], [-2.0583, 2.5475, 1.1359], [-3.7831, 2.3403, 2.8266], [-3.2495, 3.0964, 1.8132], [1.7381, 3.0405, -4.5257], [1.9521, -1.1837, 0.9371], [5.1834, 0.0357, 5.3282], [2.2852, 3.2427, -3.2702], [-5.5078, 3.9931, 3.0168], [-3.7571, 4.3328, 1.4646], [1.6625, 4.0741, -5.4525], [-2.9737, -3.3529, -2.5995], [-2.7897, -2.4941, 0.0094], [6.5827, -0.3050, 5.7295], [-4.8752, 4.8347, 2.1045], [0.8151, -0.3206, 0.4898], [-4.0293, -2.7451, -0.5687], [0.6836, -6.1285, 0.6238], [-1.6363, -2.7803, -0.6765], [2.6254, 4.5069, -2.8515], [-4.9244, 2.8209, 3.4866], [0.8037, -7.5756, 1.0563], [2.2106, 5.3022, -5.0735], [2.5695, 5.5677, -3.7764], [-1.7499, -3.2064, -2.0023], [-4.1563, -3.2194, -1.8691], [7.0150, 0.3814, 6.4569], [5.1658, 1.0873, 5.0331], [-5.1255, -3.2981, -2.3358], [-3.3285, 4.9606, 0.6934], [-0.0037, -0.2284, 1.1990], [2.9531, 4.7675, -1.8538], [7.2309, -0.1141, 4.8706], [-5.3950, 2.1117, 4.1525], [-3.0398, -3.6228, -3.6474], [2.7234, 6.5788, -3.4284], [-0.0751, -7.9552, 1.5672], [0.7249, -5.6092, 1.5804], [-6.5037, 4.2317, 3.3739], [1.4470, -5.8257, -0.0818], [2.4250, -0.8446, 1.8540], [-0.6681, -2.5449, -0.2607], [1.3663, 2.0341, -4.6710], [4.4535, 0.0079, 6.1346], [0.3309, -0.7178, -0.4005], [-2.7482, -2.1529, 1.0356], [-5.2887, 5.7889, 1.8188], [2.1201, 6.0831, -5.8221], [-4.9588, -2.6569, -0.0166], [2.2669, 2.4118, -2.5769], [-3.2216, 1.4799, 3.1628], [2.7077, -1.2210, 0.1560], [1.6518, -7.6825, 1.7318]], "energy_ha": -16990.20886, "gap_ha": 0.32840, "de_lowest_kj_mol": 22.31, "lumo_ev": -0.573}

No. 6
{"formula": "C24H27Cl42F9N2O3PS", "method": "ωB97M-V/def2-TZVPD", "elements": ["Cl", "Cl", "Cl", "Cl", "Cl", "Cl", "Cl", "Cl", "Cl", "Cl", "Cl", "Cl", "Cl", "Cl", "Cl", "Cl", "Cl", "Cl", "Cl", "Cl", "Cl", "Cl", "Cl", "Cl", "Cl", "Cl", "Cl", "Cl", "Cl", "Cl", "Cl", "Cl", "Cl", "Cl", "Cl", "Cl", "Cl", "Cl", "Cl", "Cl", "Cl", "Cl", "S", "P", "F", "F", "F", "F", "F", "F", "F", "F", "F", "O", "O", "O", "N", "N", "C", "C", "C", "C", "C", "C", "C", "C", "C", "C", "C", "C", "C", "C", "C", "C", "C", "C", "C", "C", "C", "C", "C", "C", "H", "H", "H", "H", "H", "H", "H", "H", "H", "H", "H", "H", "H", "H", "H", "H", "H", "H", "H", "H", "H", "H", "H", "H", "H", "H", "H"], "xyz": [[4.0544, 3.0638, -1.1509], [1.7948, -0.3246, -7.8722], [3.8325, 2.8925, -4.0415], [4.4016, -3.7761, 2.2853], [-9.6298, 1.7388, -0.7524], [-1.2866, 1.7525, 4.0488], [-11.9133, 3.0379, -3.7464], [-3.6575, 4.2687, -9.2521], [-2.5831, -0.1686, -5.0260], [5.9714, -7.3596, -3.2355], [1.3197, 6.3675, -6.4673], [2.1867, 2.1208, -6.3535], [-0.0963, 4.0369, -7.4726], [-4.3890, -1.3462, -3.0917], [-7.1601, -2.8550, 2.7186], [-7.0854, 0.4655, -1.3454], [0.8532, -0.1267, -5.1274], [-7.5452, -0.0707, 1.9848], [-1.2746, 2.7998, -10.0391], [7.7420, -7.7022, -0.4742], [2.8697, -2.5569, 8.2163], [4.6594, 6.9415, 6.7015], [0.2123, -1.4821, 8.6861], [-1.8981, 5.3417, -11.3030], [-9.2515, 0.3576, -3.2782], [-5.3754, -1.5789, 0.7985], [6.9453, -5.9923, 1.7341], [3.9615, 4.9362, 4.7156], [-4.7250, 1.4320, -3.8872], [3.3413, -4.0686, 4.9756], [-1.0870, 6.7074, -8.0555], [5.8980, 1.3952, -2.6555], [0.8225, -2.7675, 6.1604], [-11.9651, 1.2944, -6.0711], [-13.7552, 0.7931, -3.8381], [-1.0447, 0.9186, 6.8455], [4.2135, -5.4660, -4.5660], [2.8054, -6.1049, 2.9757], [5.6914, 7.1586, 3.9940], [5.1054, -7.8514, -5.9670], [-2.8205, 3.0912, 6.1252], [5.2577, -6.1993, -0.6240], [3.9254, 0.9573, 4.8898], [-2.5993, -2.5338, 4.0877], [2.8878, -0.3425, 4.8568], [2.9084, 1.6181, 6.0030], [2.9924, 3.0749, 1.5410], [4.6855, 0.2210, 6.1206], [4.9635, 2.4109, 2.2307], [2.6202, 3.0618, 4.0046], [1.7349, 1.1554, 3.4434], [4.8736, 0.1313, 3.8628], [4.9541, 2.1797, 5.0504], [-2.7986, -3.3324, 5.3109], [-1.8350, -1.1185, 4.5618], [-4.0587, -2.0453, 3.4345], [1.6303, -1.4860, 1.8915], [-0.5763, 0.5780, -0.3432], [3.9770, -4.9242, 3.5658], [-1.1263, -1.4176, 1.1262], [-4.2387, -0.1837, -4.4157], [1.4605, -1.7829, 7.4852], [-2.5693, 3.8727, -10.5875], [3.5849, 0.7923, 1.1726], [0.7587, -2.4144, 2.4277], [4.9427, 2.8833, -2.6720], [2.2156, 0.5860, 0.4202], [0.3507, 5.7172, -7.7960], [3.6513, 1.9975, 2.1575], [-12.9292, 2.0333, -4.7866], [-7.0390, -1.6636, 1.4245], [4.6564, -7.1710, -4.4001], [-0.6395, -2.4190, 2.0869], [1.2756, -0.5086, 1.0127], [-1.6129, -3.4650, 2.7538], [5.2154, 6.0476, 5.2830], [2.9434, 1.7951, 3.5340], [-1.3004, 2.2794, 5.7523], [-8.4745, 1.3260, -2.0231], [-0.1442, -0.4610, 0.5950], [6.9196, -6.2068, -0.0221], [1.1228, 0.7472, -6.6422], [0.9510, 5.7418, -8.7001], [-2.2912, -3.9000, 1.9824], [-1.5566, 0.7500, -0.0809], [1.5953, 1.5031, 0.2780], [-3.1408, 3.3539, -11.3500], [-13.6798, 2.6681, -5.2459], [-0.6347, 0.0857, -1.2478], [-4.8990, -0.4919, -5.2201], [6.0847, 5.4634, 5.5676], [1.1554, -3.1500, 3.1597], [-1.9869, -0.4158, 3.8914], [2.4778, 0.2398, -0.6227], [2.5995, -1.5710, 2.2033], [-8.1185, 2.2472, -2.4737], [3.7924, -7.7125, -4.0287], [5.6216, 3.7242, -2.7734], [-2.2057, -1.4156, 0.8598], [4.3548, 0.9970, 0.3802], [1.7689, -0.8293, 7.0778], [3.9114, -0.1866, 1.6231], [-0.9916, -4.2364, 3.2853], [-3.8241, -1.2810, 2.8703], [4.8777, -5.4537, 3.8612], [7.4500, -5.3749, -0.4746], [-7.6946, -1.9698, 0.6151], [0.1679, 1.1214, -7.0008], [-0.4902, 2.9886, 5.8929]], "energy_ha": -22232.00780, "gap_ha": 0.28969, "total_charge": 1, "lumo_ev": -4.244}